2 unconnected molecules or ions with the total composition C6H13NO in a non-equilibrium geometry, computed with ωB97M-V/def2-TZVPD.

## Properties
**HOMO-LUMO gap**: 8.13 eV
**Maximum force**: 0.07811 hartree/bohr
**Energy relative to the best compared isomer or geometry (same formula, charge and spin)**: 69.0 kcal/mol

```
21
C6H13NO | the Open Molecules 2025 dataset | ωB97M-V/def2-TZVPD
C -2.56 -2.14 0.57
C -2.31 -1.14 -0.26
C -0.86 -0.86 -0.76
C -0.15 0.30 -0.13
C 0.33 1.48 -0.93
C 0.15 0.31 1.19
N 0.68 1.41 1.91
H -3.52 -2.17 1.06
H -1.84 -2.94 0.82
H -3.13 -0.35 -0.43
H -0.33 -1.83 -0.75
H -0.96 -0.65 -1.86
H 1.18 1.21 -1.53
H -0.27 1.98 -1.74
H 0.71 2.19 -0.20
H -0.24 -0.48 1.89
H 1.37 1.84 1.41
H 1.07 1.23 2.80
O 3.19 0.39 -1.14
H 3.50 -0.52 -1.37
H 4.00 0.75 -0.55
```